70
Properties=species:S:1:pos:R:3:lowdin_spin:R:1 method="wB97M-V/def2-TZVPD" total_charge=+3 fmax_ev_per_a=2.961 multiplicity=3 homo_lumo_gap_ha="0.2419 / 0.1637" e_lumo_ev="-9.9 / -12.1" s_squared=2.0288 homo_energy_ev="-16.528 / -16.522" e_tot_ev=-121860.932
Au 0.6096 -1.0992 -0.7927 0.119
P 0.5005 1.6345 0.9068 0.479
P 0.8383 0.1933 -2.7068 0.016
P 2.7281 -1.2394 0.2987 0.036
H -1.7749 -2.3982 0.7579 0.000
C -0.9629 -2.0772 1.4181 0.018
C -1.0446 -0.9023 2.0781 0.007
H -1.7712 -0.1539 1.7112 0.000
C -1.0015 2.6050 1.2909 0.070
C 1.4485 3.0164 0.1242 0.068
C 1.2801 1.7296 2.5899 0.067
C 0.7489 -0.9889 -4.0930 0.010
C -0.4046 1.4794 -3.0676 -0.001
C 2.4645 1.0307 -2.9161 0.002
C 2.6976 -1.8650 2.0036 0.003
C 3.9042 0.1496 0.3730 0.001
C 3.5404 -2.5337 -0.7054 0.026
H -0.2932 -2.8742 1.7527 0.000
H -0.4299 -0.6851 2.9333 -0.001
H -1.8336 1.9445 1.5527 0.002
H -1.2857 3.2219 0.4309 0.000
H -0.7456 3.2493 2.1362 0.014
H 1.0017 3.2680 -0.8440 0.000
H 2.5065 2.7532 0.0114 0.000
H 1.3474 3.8626 0.8110 0.017
H 0.8086 0.9936 3.2553 0.000
H 1.0671 2.7497 2.9301 0.015
H 2.3650 1.5693 2.5617 0.000
H 0.7989 -0.4141 -5.0080 0.001
H -0.2195 -1.5172 -4.0356 0.003
H 1.5705 -1.7134 -4.0571 0.001
H -0.2662 1.7526 -4.1320 0.000
H -0.2591 2.3691 -2.4320 0.000
H -1.4082 1.0333 -2.9161 0.000
H 2.4708 1.4362 -3.9397 0.001
H 3.2686 0.2738 -2.8051 0.000
H 2.5743 1.8499 -2.1880 0.000
H 3.6607 -2.3286 2.2598 0.001
H 1.8909 -2.5999 2.0971 0.000
H 2.4950 -1.0383 2.6988 0.000
H 4.9093 -0.2272 0.5981 0.001
H 3.6285 0.8657 1.1528 0.000
H 3.9303 0.6695 -0.5873 0.000
H 4.4592 -2.9104 -0.2483 0.002
H 3.7654 -2.1348 -1.7037 0.000
H 2.8311 -3.3623 -0.8500 0.013
C -0.2736 -5.3245 -1.2273 0.168
C -0.9991 -5.3716 -0.0169 0.069
C -1.4807 -6.5906 0.4832 0.031
C -1.2774 -7.7685 -0.2586 0.185
C -0.6282 -7.7255 -1.4944 0.015
C -0.1679 -6.5135 -1.9687 0.088
Se 0.6402 -3.8110 -1.9548 0.439
H -0.1980 -2.4854 -1.1367 0.001
H -1.1770 -4.4419 0.5381 0.001
H -2.0083 -6.6412 1.4369 -0.001
H -1.6456 -8.7206 0.1375 0.007
H -0.4760 -8.6073 -2.0874 -0.001
H 0.3153 -6.4404 -2.9335 0.002
C -5.6556 1.1210 -0.9176 0.000
C -5.1951 -0.0690 -0.3430 0.000
C -3.8233 -0.2594 -0.1674 0.000
N -2.9304 0.6583 -0.5419 0.004
C -3.3287 1.7934 -1.1159 0.000
C -4.7069 2.0589 -1.3286 0.000
H -6.7208 1.2999 -1.1083 0.000
H -5.8571 -0.8655 -0.0571 0.000
H -3.4105 -1.1809 0.2637 0.000
H -2.5439 2.5024 -1.4378 0.000
H -4.9488 2.9916 -1.8448 0.000

59
Properties=species:S:1:pos:R:3:lowdin_charge:R:1 method="wB97M-V/def2-TZVPD" total_charge=0 fmax_ev_per_a=0.676 multiplicity=1 homo_lumo_gap_ha=0.3175 e_lumo_ev=0.6 homo_energy_ev=-8.066 e_tot_ev=-37995.366
C 6.0031 -0.0801 -1.7256 -0.020
C 5.4353 -0.6395 -0.4214 -0.572
C 5.8394 0.2296 0.7695 -0.019
C 5.9006 -2.0820 -0.2123 -0.024
O 3.9955 -0.7464 -0.5028 0.020
C 3.2422 0.3577 -0.6774 -0.522
O 3.6581 1.4877 -0.8081 0.079
N 1.9270 0.0400 -0.7034 -0.032
C 0.9320 1.0703 -0.8809 -0.119
C 0.0358 1.1843 0.3574 -0.086
C -0.1608 -0.1946 1.0235 -0.199
C -1.4784 -0.1520 1.7885 -0.449
O -1.6633 0.6505 2.6815 0.071
N -2.4303 -1.0298 1.4057 0.126
C -3.7268 -1.0713 2.0295 -0.203
C -4.8238 -0.5148 1.0820 -0.062
C -4.3834 0.8001 0.5352 -0.182
C -4.5220 2.0269 1.1168 -0.033
N -3.9140 2.9813 0.3523 0.095
C -3.3463 2.3867 -0.7356 -0.223
C -2.6090 2.9277 -1.7821 -0.023
C -2.1477 2.0646 -2.7522 -0.104
C -2.4173 0.6937 -2.6915 -0.110
C -3.1501 0.1519 -1.6599 -0.038
C -3.6239 0.9994 -0.6579 -0.141
C -4.0727 -2.5010 2.3884 -0.490
O -3.5341 -3.4688 1.9196 0.119
O -5.0837 -2.5744 3.2544 0.129
C -0.0092 -1.2962 -0.0223 -0.133
C 1.4404 -1.3108 -0.5162 -0.127
H 5.6541 0.9375 -1.8766 0.078
H 5.6804 -0.6917 -2.5657 0.090
H 7.0887 -0.0812 -1.6832 0.088
H 6.9210 0.2314 0.8720 0.088
H 5.4949 1.2489 0.6200 0.079
H 5.3980 -0.1609 1.6842 0.091
H 6.9838 -2.1168 -0.1464 0.087
H 5.5741 -2.7020 -1.0431 0.086
H 5.4758 -2.4824 0.7045 0.085
H 1.4612 2.0063 -1.0627 0.126
H 0.3274 0.8348 -1.7633 0.114
H -0.9297 1.5889 0.0532 0.100
H 0.4705 1.8700 1.0830 0.125
H 0.6225 -0.3290 1.7781 0.159
H -2.2551 -1.7225 0.6973 0.126
H -3.6782 -0.4497 2.9292 0.162
H -5.7510 -0.4153 1.6465 0.126
H -4.9804 -1.2214 0.2642 0.127
H -5.0197 2.2892 2.0302 0.129
H -3.8525 3.9581 0.5827 0.159
H -2.4024 3.9864 -1.8292 0.110
H -1.5681 2.4508 -3.5771 0.102
H -2.0422 0.0530 -3.4769 0.102
H -3.3605 -0.9078 -1.6301 0.110
H -5.3047 -3.5001 3.4474 0.137
H -0.6883 -1.1084 -0.8559 0.105
H -0.2280 -2.2784 0.4008 0.124
H 2.0801 -1.8062 0.2192 0.127
H 1.5159 -1.8727 -1.4569 0.130

63
Properties=species:S:1:pos:R:3:lowdin_charge:R:1 method="wB97M-V/def2-TZVPD" total_charge=0 fmax_ev_per_a=1.590 multiplicity=1 homo_lumo_gap_ha=0.2357 e_lumo_ev=-1.7 homo_energy_ev=-8.120 e_tot_ev=-76797.873
C -0.7024 -5.9393 0.7472 -0.066
C -1.5367 -5.5968 -0.4611 -0.277
O -1.0903 -4.4375 -1.1286 -0.153
C -0.0275 -4.6283 -2.0371 -0.179
C -0.3549 -3.9114 -3.3443 -0.149
O 0.4219 -2.7374 -3.5571 -0.132
C 0.2189 -1.7583 -2.5663 -0.196
C -0.0984 -0.3770 -3.1880 -0.130
O -1.0944 0.2828 -2.4076 -0.102
C -0.7143 1.5129 -1.7849 -0.122
C -0.5888 1.4490 -0.2200 -0.433
C -1.9846 1.5653 0.4139 -0.138
C -2.8027 0.2687 0.5117 -0.216
C -2.9811 -0.2943 1.9236 -0.569
Cl -2.5477 -2.0104 2.0386 0.590
O 0.0135 0.1600 -0.0304 -0.188
S 0.9505 -0.1052 1.2483 0.703
O 0.5828 -1.3292 1.8523 -0.242
O 2.2858 -0.0649 0.6614 -0.290
C 0.6724 1.2636 2.3366 -0.216
C 1.4686 1.1491 3.6782 -0.738
O 1.1481 2.0479 4.4380 0.054
O 2.3016 0.2456 3.7362 0.004
C 0.9610 2.5711 1.5983 -0.148
B 2.5283 2.9095 1.5395 -0.670
O 3.4988 2.2269 2.1808 0.214
O 2.8830 3.9547 0.7282 0.009
C 3.6748 4.9823 1.3025 -0.064
C 0.3715 2.6153 0.1511 -0.304
P -0.5047 4.2408 -0.0022 0.784
N 0.3662 5.5194 0.2402 -0.265
H 0.3167 -6.2032 0.4854 0.072
H -1.1244 -6.8084 1.2445 0.078
H -0.6979 -5.1261 1.4619 0.077
H -1.5864 -6.4486 -1.1415 0.116
H -2.5570 -5.4143 -0.1421 0.118
H 0.8564 -4.1598 -1.6067 0.125
H 0.1570 -5.6831 -2.2149 0.126
H -1.4088 -3.6478 -3.3422 0.136
H -0.1691 -4.5605 -4.1913 0.126
H 1.0293 -1.7414 -1.8423 0.063
H -0.6430 -2.0040 -1.9576 0.136
H 0.7520 0.2833 -3.3557 0.118
H -0.4905 -0.6179 -4.1715 0.134
H -1.4126 2.2662 -2.1255 0.114
H 0.2754 1.8214 -2.1141 0.117
H -1.9401 2.0660 1.3739 0.100
H -2.5589 2.2239 -0.2281 0.107
H -2.4480 -0.4943 -0.1663 0.091
H -3.8022 0.5262 0.1789 0.110
H -4.0266 -0.2683 2.1936 0.061
H -2.4498 0.2743 2.6757 0.067
H -0.3821 1.2095 2.5846 0.121
H 0.4994 3.3816 2.1587 0.136
H 3.2742 1.3243 2.4565 0.074
H 3.8785 4.8118 2.3549 0.094
H 3.1595 5.9303 1.2043 0.079
H 4.6310 5.0521 0.7940 0.085
H 1.1920 2.6263 -0.5584 0.113
H -1.5287 4.1390 0.9474 0.026
H -1.1303 4.2641 -1.2626 0.015
H 0.3489 6.1127 -0.5768 -0.036
Na 2.6673 -0.9104 -1.7158 0.733

15
Properties=species:S:1:pos:R:3:lowdin_charge:R:1 method="wB97M-V/def2-TZVPD" total_charge=0 fmax_ev_per_a=7.300 multiplicity=1 homo_lumo_gap_ha=0.3764 e_lumo_ev=0.5 homo_energy_ev=-9.750 e_tot_ev=-8840.339
C -1.1818 -2.2784 0.3916 0.038
C 0.1526 -1.6681 -0.1585 -0.535
O 1.3225 -1.9583 -0.0996 0.106
O -0.3011 -0.6034 -0.8125 0.061
H -1.5623 -2.7158 -0.4752 0.069
H -1.8009 -1.5917 0.7191 0.018
H -0.8657 -2.9603 1.2359 0.113
H -0.0063 -0.2899 -1.6753 0.128
C 0.0962 2.9430 -0.4248 -0.147
N 0.2428 2.9197 1.1584 -0.089
H -0.0234 2.0372 -0.8562 -0.021
H 0.8448 3.5857 -0.9440 0.076
H -0.8638 3.3427 -0.7097 0.051
H -0.7711 2.5836 1.5747 0.105
H 0.7763 2.0851 1.4690 0.028

92
Properties=species:S:1:pos:R:3:lowdin_charge:R:1 method="wB97M-V/def2-TZVPD" total_charge=+1 fmax_ev_per_a=1.716 multiplicity=1 homo_lumo_gap_ha=0.1430 e_lumo_ev=-5.6 homo_energy_ev=-9.462 e_tot_ev=-55103.329
C 3.4201 -4.5847 0.0727 0.040
C 3.5287 -3.5543 -0.8002 -0.152
C 3.6950 -2.1525 -0.3200 -0.123
O 2.8311 -1.2229 -1.0591 0.002
C 1.7116 -0.9190 -0.4123 -0.470
O 1.5557 0.1258 0.1432 0.190
C 0.5566 -1.8811 -0.4052 -0.054
C -0.0197 -2.3796 -1.5683 0.067
C -1.1075 -3.2198 -1.4664 -0.011
N -1.6014 -3.5492 -0.2636 0.117
C -1.0508 -3.1104 0.8824 0.017
C 0.0352 -2.2656 0.8271 0.061
H 2.6884 -4.5094 0.8727 0.057
H 4.0683 -5.4485 -0.0178 0.071
H 3.4624 -3.6605 -1.8813 0.115
H 4.7307 -1.8580 -0.4676 0.149
H 3.5027 -2.1146 0.7588 0.125
H 0.3723 -2.1145 -2.5385 0.149
H -1.5642 -3.6006 -2.3686 0.154
H -2.4052 -4.1664 -0.2313 0.189
H -1.4934 -3.4324 1.8119 0.153
H 0.4614 -1.9142 1.7546 0.147
N 4.3053 1.2117 1.9293 0.000
C 4.9200 0.2640 2.7082 -0.181
C 6.2050 0.6801 2.9409 -0.096
C 6.3723 1.9276 2.2823 -0.076
C 5.1861 2.2284 1.6718 -0.134
H 3.3569 1.1666 1.6006 0.110
H 4.3923 -0.6206 3.0273 0.104
H 6.9432 0.1504 3.5195 0.098
H 7.2621 2.5332 2.2612 0.102
H 4.8903 3.0737 1.0809 0.093
N 3.3061 2.0931 4.9343 0.019
C 2.5678 2.8967 4.1085 -0.150
C 1.8360 3.7503 4.8922 -0.105
C 2.1493 3.4551 6.2450 -0.101
C 3.0593 2.4318 6.2364 -0.132
H 3.9340 1.3686 4.6299 0.108
H 2.6255 2.7943 3.0418 0.083
H 1.1548 4.5049 4.5358 0.091
H 1.7543 3.9392 7.1223 0.094
H 3.5510 1.9174 7.0423 0.080
N -4.1902 -1.5484 -2.3593 -0.012
C -3.8099 -0.6174 -3.2954 -0.134
C -4.9290 -0.2232 -3.9712 -0.092
C -6.0315 -0.9364 -3.4212 -0.122
C -5.5457 -1.7431 -2.4281 -0.134
H -3.5751 -2.0113 -1.7223 0.099
H -2.7798 -0.3198 -3.3982 0.103
H -4.9609 0.4975 -4.7713 0.101
H -7.0643 -0.8619 -3.7229 0.101
H -6.0437 -2.4351 -1.7699 0.110
N 3.9582 1.4653 9.7500 -0.008
C 5.2748 1.7906 9.5576 -0.152
C 5.7261 2.4026 10.6950 -0.108
C 4.6412 2.4449 11.6123 -0.108
C 3.5666 1.8579 11.0018 -0.140
H 3.3700 1.0091 9.0787 0.124
H 5.7741 1.5605 8.6315 0.101
H 6.7229 2.7781 10.8540 0.091
H 4.6508 2.8591 12.6064 0.092
H 2.5615 1.6869 11.3472 0.105
N 4.2058 1.8283 -1.7398 0.011
C 4.3358 1.1678 -2.9272 -0.156
C 5.2795 1.8154 -3.6791 -0.100
C 5.7486 2.9136 -2.9015 -0.092
C 5.0656 2.8867 -1.7145 -0.143
H 3.5764 1.5716 -1.0018 0.112
H 3.7420 0.2946 -3.1370 0.092
H 5.6022 1.5347 -4.6675 0.092
H 6.4990 3.6331 -3.1814 0.095
H 5.1176 3.5323 -0.8592 0.087
N -6.9901 -3.5403 -5.6978 0.003
C -6.8654 -4.8985 -5.8150 -0.151
C -7.3912 -5.2671 -7.0242 -0.112
C -7.8475 -4.0837 -7.6645 -0.107
C -7.5839 -3.0368 -6.8226 -0.139
H -6.6912 -2.9964 -4.9084 0.103
H -6.4164 -5.4836 -5.0303 0.097
H -7.4431 -6.2719 -7.4086 0.090
H -8.3149 -4.0108 -8.6319 0.092
H -7.7677 -1.9810 -6.9267 0.100
N -7.6904 3.6653 -4.2717 0.004
C -7.5649 2.3085 -4.3899 -0.154
C -8.0927 1.9407 -5.5990 -0.112
C -8.5503 3.1247 -6.2382 -0.106
C -8.2863 4.1702 -5.3954 -0.136
H -7.3916 4.2077 -3.4829 0.144
H -7.1146 1.7250 -3.6050 0.087
H -8.1456 0.9357 -5.9850 0.080
H -9.0192 3.1986 -7.2048 0.093
H -8.4710 5.2256 -5.4977 0.108

13
Properties=species:S:1:pos:R:3:lowdin_charge:R:1 method="wB97M-V/def2-TZVPD" total_charge=-1 fmax_ev_per_a=4.778 multiplicity=1 homo_lumo_gap_ha=0.2867 e_lumo_ev=3.4 homo_energy_ev=-4.414 e_tot_ev=-19247.734
C 2.3944 -0.4345 -0.1043 -0.106
C 1.2689 0.4412 -0.5731 -0.254
C 0.1189 0.8414 0.5246 -0.399
In -2.0135 0.4149 -0.1148 0.110
S -2.4968 -2.0691 -0.1155 -0.027
H 2.4341 -0.6975 1.0561 0.050
H 3.2314 -0.8911 -0.7861 0.029
H 1.3159 0.8156 -1.6833 0.084
H 0.2172 1.9627 0.9208 0.036
H 0.3187 0.1659 1.4880 0.036
H -3.0793 1.1055 1.2041 -0.137
H -2.4652 1.0764 -1.7260 -0.146
H -1.2446 -2.7317 -0.0905 -0.274

83
Properties=species:S:1:pos:R:3:lowdin_charge:R:1 method="wB97M-V/def2-TZVPD" total_charge=0 fmax_ev_per_a=0.936 multiplicity=1 homo_lumo_gap_ha=0.3191 e_lumo_ev=0.7 homo_energy_ev=-8.003 e_tot_ev=-53117.877
C -3.2672 -2.4479 1.7794 -0.065
C -2.1996 -1.7340 2.6133 -0.168
C -1.1378 -1.1109 1.7466 -0.094
C -1.2703 0.1670 1.3390 -0.175
O -2.3242 0.9729 1.6822 0.098
C -3.3411 1.0319 0.7437 -0.510
O -3.4262 0.2257 -0.1518 0.099
N -4.2291 1.9967 1.0049 -0.041
C -4.0655 2.9581 2.0753 -0.188
C -3.4764 4.2823 1.5960 -0.063
C -5.3032 2.1771 0.0408 -0.182
C -4.8253 2.8043 -1.2647 -0.061
N -0.3046 0.7765 0.5458 0.141
C -0.4392 1.8699 -0.2631 -0.447
O -1.3640 2.6213 -0.3547 0.161
O 0.7273 2.0323 -0.9529 0.164
C 1.5780 0.9895 -0.6915 -0.289
N 2.6318 0.7185 -1.3030 0.159
C 3.0644 1.5254 -2.4223 -0.162
C 3.5999 2.8731 -1.9907 -0.288
C 4.5831 3.5839 -2.8698 -0.115
C 5.0294 3.0063 -1.5616 -0.137
C 1.0313 0.2218 0.4847 -0.239
C 1.7698 0.6500 1.7908 -0.021
C 3.1931 0.1839 1.8556 -0.222
C 3.5154 -1.0067 2.4992 -0.052
C 4.8248 -1.4511 2.5446 -0.081
C 5.8301 -0.7078 1.9502 -0.089
C 5.5202 0.4866 1.3232 -0.073
C 4.2110 0.9310 1.2777 -0.038
C 1.0209 -1.3020 0.3632 -0.104
C -0.0646 -1.9266 1.2087 -0.119
C -0.0327 -3.2664 1.2655 -0.014
C 0.9138 -3.9871 0.3610 -0.108
C 0.7230 -3.3779 -1.0421 -0.137
C -0.7318 -3.5829 -1.4552 -0.389
O -1.3410 -4.6202 -1.4646 0.119
N -1.2514 -2.3630 -1.8167 0.071
C -2.6197 -2.1752 -2.2648 -0.159
C -2.6899 -2.0357 -3.7797 -0.057
C -0.3518 -1.3320 -1.7326 -0.343
O -0.5493 -0.2048 -2.1074 0.151
C 0.9099 -1.8604 -1.0762 -0.088
H -4.0508 -2.8330 2.4278 0.075
H -3.7088 -1.7559 1.0677 0.061
H -2.8404 -3.2759 1.2198 0.065
H -1.7353 -2.4364 3.3080 0.112
H -2.6775 -0.9457 3.1981 0.115
H -5.0478 3.1211 2.5320 0.121
H -3.4085 2.5139 2.8236 0.119
H -3.1953 4.8919 2.4510 0.074
H -4.1972 4.8363 1.0006 0.067
H -2.5961 4.0878 0.9895 0.059
H -6.0691 2.7957 0.5128 0.121
H -5.7258 1.1903 -0.1723 0.123
H -4.4254 3.7997 -1.0990 0.065
H -5.6528 2.8655 -1.9671 0.074
H -4.0403 2.1897 -1.6949 0.072
H 2.2270 1.6790 -3.1138 0.132
H 3.8504 0.9544 -2.9227 0.121
H 2.8618 3.4787 -1.4790 0.134
H 4.8993 3.0922 -3.7771 0.100
H 4.5070 4.6564 -2.9620 0.097
H 5.2687 3.6841 -0.7556 0.098
H 5.6443 2.1196 -1.5828 0.097
H 1.1997 0.2373 2.6265 0.133
H 1.7320 1.7405 1.8533 0.141
H 2.7373 -1.5823 2.9824 0.117
H 5.0607 -2.3768 3.0490 0.102
H 6.8523 -1.0541 1.9853 0.101
H 6.3024 1.0785 0.8719 0.100
H 3.9795 1.8662 0.7940 0.101
H 1.9941 -1.6455 0.7293 0.139
H -0.7387 -3.8454 1.8337 0.113
H 0.6806 -5.0506 0.3253 0.121
H 1.9560 -3.8672 0.6712 0.124
H 1.3706 -3.8859 -1.7612 0.161
H -3.0043 -1.2765 -1.7772 0.102
H -3.1801 -3.0506 -1.9297 0.125
H -2.1171 -1.1692 -4.1005 0.071
H -2.2922 -2.9253 -4.2645 0.077
H -3.7236 -1.9025 -4.0851 0.075
H 1.7894 -1.5358 -1.6356 0.152

16
Properties=species:S:1:pos:R:3:lowdin_spin:R:1 method="wB97M-V/def2-TZVPD" total_charge=-1 fmax_ev_per_a=1.937 multiplicity=2 homo_lumo_gap_ha="0.1040 / 0.4421" e_lumo_ev="4.4 / 4.5" s_squared=0.7503 homo_energy_ev="1.586 / -7.507" e_tot_ev=-4340.774
C 1.6653 -0.7818 -1.5939 0.159
C 1.4125 0.7172 -1.7183 0.124
H 0.9765 -1.4586 -2.1056 0.030
H 2.6494 -1.0323 -2.0142 0.017
H 1.6595 -1.1168 -0.5560 0.041
H 0.3772 0.8890 -1.4119 0.017
H 2.0571 1.2937 -1.0544 0.030
H 1.5500 1.1030 -2.7259 0.013
C -1.8793 0.0451 0.9751 0.177
C -1.2042 0.0282 2.3170 0.202
H -1.6582 0.9551 0.4189 0.026
H -1.7434 -0.9132 0.4773 0.044
H -2.9624 0.1090 1.1842 0.025
H -0.1507 -0.2939 2.2505 0.044
H -1.1723 0.9480 2.8980 0.025
H -1.6163 -0.7600 2.9629 0.026

23
Properties=species:S:1:pos:R:3:lowdin_charge:R:1 method="wB97M-V/def2-TZVPD" total_charge=0 fmax_ev_per_a=2.317 multiplicity=1 homo_lumo_gap_ha=0.2815 e_lumo_ev=0.6 homo_energy_ev=-7.094 e_tot_ev=-10463.344
C -0.6370 0.1119 0.9319 -0.493
C 0.7789 -0.0217 -1.2809 -0.358
C 0.4924 0.6693 0.0726 -0.143
C -1.9866 0.0187 0.2453 -0.066
C -0.6594 0.5549 2.3114 -0.122
C 2.1844 0.3325 -1.8000 -0.059
N -0.1880 -1.6586 1.2781 0.094
C -0.2083 0.3428 -2.2932 -0.227
N -0.9654 0.6573 -3.0995 0.167
H 0.7175 -1.1075 -1.1443 0.132
H 0.7736 -1.9645 1.1429 0.081
H -0.8604 -2.3598 0.9647 0.087
H 0.2808 1.7266 -0.1074 0.138
H 1.4112 0.6371 0.6642 0.118
H -0.3045 -1.2223 2.3046 0.105
H -1.9861 -0.6769 -0.5943 0.069
H -2.2673 0.9976 -0.1453 0.095
H -2.7473 -0.3043 0.9564 0.082
H 0.1909 1.1394 2.6520 0.023
H -1.6203 0.8644 2.7083 0.025
H 2.3788 -0.1429 -2.7609 0.083
H 2.9362 -0.0052 -1.0862 0.080
H 2.2860 1.4114 -1.9207 0.090